C19H33N3OS in the gas phase. Source: OMol25; level of theory: ωB97M-V/def2-TZVPD.

Values from the calculation:
E	-1381.47508	Eh
2S+1	1
HOMO level	-8.01	eV
maximum force	0.99	eV/Å
LUMO energy	0.69	eV
Kohn-Sham gap	8.698	eV
SMILES	CC(C)CCN1CCN(Cc2nc3c(s2)CCCC3)C[C@H]1CCO

Last column: Mulliken charge in e.
Cartesian coordinates (Å):
H 3.368 -1.672 -2.240  0.27
H -0.401 1.045 -0.263  0.15
C 4.467 0.633 -1.371  -0.52
S 2.668 2.075 0.317  -0.27
C -2.212 -1.044 -0.618  0.17
H 5.755 -0.872 -0.524  0.33
H 0.686 2.711 2.190  0.44
C -1.009 -0.168 2.104  -0.33
C 3.405 0.645 -0.328  0.94
H 4.526 -2.821 -1.565  0.34
H -2.182 1.628 -1.943  0.19
H -3.275 -2.640 -1.624  0.46
H -4.088 3.471 -0.428  0.33
C -2.940 -2.399 -0.613  -1.63
H -1.583 -3.261 0.823  -0.02
H -3.705 -4.522 0.979  0.42
H -2.376 -5.606 0.566  0.43
H 0.778 1.290 3.256  0.43
C 5.122 -0.750 -1.405  -0.79
C -2.958 1.791 -1.191  -1.18
H -0.392 -4.753 -0.732  0.41
C -2.087 -3.567 -0.100  1.33
C -3.297 3.283 -1.168  -0.61
H -2.658 -1.545 1.896  0.45
H 2.403 -2.493 -0.159  0.18
C -2.975 -4.769 0.212  -1.78
H -0.861 -0.344 3.172  0.42
H -0.843 2.658 0.339  0.41
H -2.421 3.873 -0.893  0.26
H -0.322 -0.830 1.555  0.20
H -1.491 -4.310 -2.039  0.35
C 2.863 -0.461 0.253  -0.50
N -2.799 -0.140 0.365  0.11
H 5.211 1.406 -1.164  0.37
H -2.321 -0.580 -1.597  0.45
H -3.832 -2.296 0.006  0.36
H -4.445 3.256 -2.737  0.33
H -3.100 1.795 0.944  0.47
H 3.912 -2.242 0.712  0.24
C -1.031 1.589 0.461  -0.56
H 4.023 0.861 -2.346  0.27
H -3.127 0.090 2.387  0.42
C 1.684 1.040 1.348  0.41
H -0.387 -3.110 -1.370  0.32
N 1.906 -0.214 1.185  -0.47
N -0.724 1.233 1.837  0.02
H -3.851 1.232 -1.487  0.67
H -3.511 -5.085 -0.681  0.35
H 5.754 -0.832 -2.291  0.34
C -1.022 -3.957 -1.123  -1.50
C -2.463 -0.485 1.735  -1.20
C 3.284 -1.852 -0.094  -0.34
H -1.138 -1.203 -0.448  -0.13
C 0.621 1.620 2.225  -1.14
C -2.507 1.278 0.178  0.16
O -3.684 3.764 -2.434  -0.53
C 4.058 -1.848 -1.412  -0.71